Record 1
Computed, not measured: a 4-piece molecular cluster, C54H37ClFO9P overall in a non-equilibrium geometry, with the ωB97M-V functional and the def2-TZVPD basis.

Kohn-Sham gap, eV: 6.14
E_HOMO, eV: -7.546
Structure (SMILES): C=CCC1=C(P(O)Cl)C(=O)C([C@H](F)CC)=CC1=O.O=C1c2ccccc2C(=O)c2ccccc21.O=C1c2ccccc2C(=O)c2ccccc21.O=C1c2ccccc2C(=O)c2ccccc21
LUMO, Eh: -0.0518

```
103
Properties=species:S:1:pos:R:3:forces:R:3:mulliken_charge:R:1
C 2.829 -2.187 3.128 -0.28 -0.63 -0.20 -0.79
C 2.543 -2.924 1.973 0.57 0.41 0.64 0.23
C 2.020 -4.331 1.921 2.15 -0.70 -1.52 -1.55
C 0.546 -4.215 2.162 0.75 -0.20 -0.36 -0.04
C 0.014 -4.013 3.351 -0.88 -1.13 0.89 1.23
P 0.965 -3.833 4.924 0.24 1.38 0.33 0.27
O 2.249 -4.852 4.836 -0.72 -0.42 0.28 -0.44
Cl -0.271 -4.835 6.287 0.29 -0.20 -0.44 -0.29
C -1.475 -3.855 3.410 0.65 -0.47 -0.70 0.23
O -1.961 -3.252 4.312 -0.84 1.02 1.63 -0.60
C -2.324 -4.412 2.317 -0.60 -0.11 1.15 -0.27
C -3.780 -4.675 2.547 -0.18 0.69 0.99 0.14
F -4.350 -5.070 1.356 -0.13 -0.37 -0.45 -0.39
C -4.569 -3.479 3.046 -0.36 0.84 -0.37 -0.68
C -4.502 -2.254 2.105 -0.17 -0.28 0.24 -1.11
C -1.778 -4.632 1.157 1.19 -0.21 -0.89 -0.33
C -0.342 -4.314 0.962 -0.86 -0.24 0.88 0.22
O 0.092 -4.162 -0.134 0.89 0.17 -1.81 -0.57
H 2.047 -1.522 3.496 1.01 1.83 -0.97 0.48
H 3.749 -2.250 3.699 -0.77 -1.52 1.18 0.16
H 2.664 -2.421 1.011 -2.17 0.52 -0.08 0.19
H 2.148 -4.691 0.899 -0.03 -0.09 -0.02 0.44
H 2.530 -5.048 2.557 -0.25 0.12 0.40 0.51
H 2.056 -5.694 5.280 0.09 0.05 -0.24 0.30
H -3.914 -5.485 3.265 0.15 -0.23 -0.01 0.34
H -5.611 -3.792 3.077 -0.06 -0.19 0.18 0.43
H -4.289 -3.168 4.046 0.23 -0.37 0.09 0.46
H -5.399 -2.249 1.495 0.12 0.14 -0.41 0.32
H -4.503 -1.321 2.659 0.02 0.05 0.16 0.29
H -3.614 -2.251 1.474 -0.02 -0.05 -0.12 0.33
H -2.339 -5.032 0.333 0.00 0.10 -0.38 0.55
O 5.031 -2.139 -0.951 0.10 -0.12 -0.06 -0.73
C 5.727 -1.697 -1.846 -0.20 -0.14 0.15 0.56
C 5.114 -1.027 -3.023 0.06 -0.02 -0.12 0.04
C 3.731 -0.889 -3.087 -0.11 -0.02 -0.05 -0.23
C 3.152 -0.232 -4.159 0.03 0.03 -0.04 -0.73
C 3.950 0.293 -5.170 -0.01 -0.04 0.07 -0.50
C 5.326 0.145 -5.119 -0.11 0.08 -0.13 -0.86
C 5.912 -0.520 -4.051 -0.06 -0.04 0.14 0.77
C 7.391 -0.687 -4.018 0.19 0.15 -0.28 0.48
O 8.081 -0.295 -4.936 -0.03 -0.03 0.05 -0.68
C 8.004 -1.341 -2.829 -0.10 -0.04 0.08 0.27
C 9.385 -1.474 -2.762 0.17 -0.03 0.05 -0.61
C 9.970 -2.051 -1.647 -0.06 -0.01 0.04 -0.48
C 9.178 -2.497 -0.594 0.03 0.02 -0.06 -0.59
C 7.801 -2.378 -0.662 0.10 -0.07 0.12 -0.66
C 7.208 -1.805 -1.781 0.06 0.06 -0.08 0.20
H 3.107 -1.291 -2.300 0.11 -0.03 0.05 0.54
H 2.077 -0.122 -4.206 0.01 0.00 0.01 0.45
H 3.496 0.818 -6.000 0.00 -0.01 0.01 0.42
H 5.946 0.548 -5.908 0.10 -0.06 0.07 0.50
H 10.000 -1.122 -3.579 -0.12 0.05 -0.05 0.48
H 11.047 -2.150 -1.595 -0.01 0.00 0.00 0.40
H 9.639 -2.939 0.280 -0.01 0.00 -0.01 0.41
H 7.185 -2.728 0.155 -0.10 0.03 -0.08 0.51
O 5.039 3.495 -2.265 -0.03 0.03 0.04 -0.69
C 4.361 3.788 -1.300 0.20 -0.13 -0.28 0.87
C 3.855 2.738 -0.376 -0.06 0.09 0.09 -0.38
C 4.185 1.410 -0.614 0.02 -0.16 0.11 -0.51
C 3.753 0.424 0.258 -0.07 0.03 0.10 0.07
C 2.992 0.761 1.372 -0.07 0.10 -0.09 -0.16
C 2.645 2.082 1.605 -0.02 -0.14 0.05 -0.76
C 3.070 3.075 0.730 0.09 0.00 -0.10 0.04
C 2.678 4.488 0.980 -0.20 0.04 0.28 0.66
O 1.952 4.778 1.910 0.04 0.01 -0.05 -0.68
C 3.202 5.542 0.067 0.07 -0.06 -0.10 0.07
C 2.876 6.872 0.305 -0.01 0.18 0.00 -0.54
C 3.381 7.865 -0.517 0.03 -0.04 -0.04 -0.45
C 4.215 7.534 -1.580 -0.05 0.00 0.05 -0.52
C 4.532 6.210 -1.830 0.04 0.15 -0.09 -0.52
C 4.023 5.209 -1.011 -0.07 0.03 0.12 0.07
H 4.782 1.147 -1.476 0.02 0.18 -0.03 0.64
H 4.013 -0.612 0.075 -0.02 0.10 0.03 0.35
H 2.667 -0.015 2.055 0.05 0.08 -0.04 0.21
H 2.048 2.344 2.469 0.00 0.12 -0.06 0.49
H 2.232 7.128 1.135 0.01 -0.13 0.03 0.47
H 3.130 8.900 -0.327 0.00 -0.01 0.00 0.40
H 4.616 8.313 -2.216 -0.01 -0.01 0.00 0.40
H 5.177 5.952 -2.659 -0.03 -0.13 0.03 0.47
O -6.989 0.332 0.625 -0.03 0.00 -0.01 -0.65
C -7.871 1.023 0.159 0.26 -0.18 0.13 0.51
C -7.570 2.372 -0.392 -0.12 0.06 -0.05 0.17
C -6.258 2.831 -0.391 0.15 0.08 -0.02 -0.56
C -5.958 4.068 -0.934 -0.05 0.02 -0.03 -0.52
C -6.967 4.853 -1.484 0.03 -0.05 0.04 -0.45
C -8.278 4.408 -1.473 0.07 0.15 -0.06 -0.59
C -8.586 3.170 -0.923 0.09 -0.11 0.05 0.29
C -10.002 2.712 -0.902 -0.26 0.22 -0.13 0.53
O -10.892 3.427 -1.315 0.04 -0.04 0.01 -0.67
C -10.300 1.355 -0.370 0.12 -0.06 0.05 0.34
C -11.611 0.895 -0.375 -0.15 -0.10 0.01 -0.63
C -11.899 -0.378 0.088 0.06 -0.02 0.02 -0.45
C -10.878 -1.198 0.558 -0.04 0.06 -0.02 -0.55
C -9.572 -0.739 0.578 -0.07 -0.15 0.05 -0.47
C -9.278 0.539 0.119 -0.09 0.08 -0.07 0.16
H -5.474 2.218 0.032 -0.09 -0.09 0.01 0.48
H -4.935 4.422 -0.936 -0.01 0.00 0.00 0.40
H -6.729 5.815 -1.919 0.00 0.00 0.01 0.40
H -9.064 5.020 -1.895 -0.08 -0.09 0.05 0.47
H -12.404 1.531 -0.744 0.10 0.09 -0.03 0.47
H -12.920 -0.736 0.080 0.01 0.00 0.00 0.39
H -11.104 -2.196 0.912 0.00 0.01 0.00 0.41
H -8.778 -1.375 0.946 0.08 0.11 -0.01 0.53
```
Forces are in eV/Å.

Record 2
Computed, not measured: C54H40Cl4GeN6SSc as an isolated structure in a non-equilibrium geometry, with the ωB97M-V functional and the def2-TZVPD basis.

Net charge: -1
Kohn-Sham gap (spin up / spin down), eV: 3.45 / 3.46
E_HOMO (spin up / spin down), eV: -2.632 / -2.656
LUMO (spin up / spin down), Eh: 0.0299 / 0.0295

```
107
Properties=species:S:1:pos:R:3:forces:R:3:mulliken_charge:R:1
Sc -0.014 0.575 -0.150 -0.81 -0.22 0.24 -1.21
Cl -6.659 2.169 -5.560 -1.09 -0.01 -0.66 -0.25
C -5.234 2.162 -4.660 2.55 0.03 1.71 0.24
C -5.145 2.862 -3.428 -0.29 -0.14 -0.76 -0.94
C -3.957 2.894 -2.701 -0.54 -0.19 -0.69 -0.57
C -2.812 2.257 -3.222 0.56 0.00 0.15 0.89
C -2.894 1.484 -4.399 -1.05 0.20 -0.06 -0.58
C -4.098 1.446 -5.102 -0.46 0.35 -0.11 -0.93
C -1.556 2.291 -2.477 -1.30 -0.03 1.06 1.92
C -0.397 1.678 -2.967 3.43 -1.97 -0.73 -0.72
C 0.153 1.785 -4.299 -0.04 -0.27 0.56 -1.43
C 1.409 1.186 -4.298 -0.43 -0.32 1.08 -1.35
C 1.617 0.655 -2.957 -1.35 1.22 -1.17 0.00
C 2.711 -0.106 -2.537 -0.30 -0.51 1.83 1.02
C 3.732 -0.522 -3.503 0.26 -0.09 -0.14 0.31
C 5.084 -0.272 -3.187 -0.14 -0.21 -0.54 -0.17
C 6.085 -0.660 -4.071 -0.12 -0.66 -0.94 -0.93
C 5.741 -1.333 -5.279 -1.92 1.04 2.05 0.39
Cl 6.953 -1.838 -6.333 0.93 -0.39 -0.86 -0.23
C 4.380 -1.582 -5.572 0.78 -0.12 -0.08 -1.01
C 3.376 -1.179 -4.693 0.80 0.07 0.21 -0.31
C 2.853 -0.554 -1.201 -0.01 -0.05 0.14 0.16
N 2.136 -0.102 -0.094 1.09 -1.02 0.57 -0.31
C 2.543 -0.891 0.995 -0.19 0.32 -1.30 0.50
C 2.059 -0.746 2.303 -0.01 0.08 -0.69 1.57
C 2.360 -1.743 3.339 0.06 0.37 -0.03 0.27
C 3.673 -2.197 3.549 -0.49 -0.34 0.59 -0.61
C 3.896 -3.167 4.523 -0.57 -0.69 0.65 -0.96
C 2.819 -3.685 5.296 -0.35 2.09 -2.04 0.27
Cl 3.094 -4.886 6.449 0.24 -0.91 0.87 -0.24
C 1.510 -3.179 5.096 0.99 -0.36 0.28 -1.09
C 1.291 -2.196 4.139 0.42 -0.49 -0.05 0.03
C 1.265 0.351 2.674 -1.27 2.03 0.09 0.53
C 1.110 0.833 4.046 -0.38 0.62 -0.73 -1.56
C 0.458 2.046 3.980 0.31 -0.61 -0.38 -1.30
C 0.173 2.315 2.574 0.46 -1.09 0.88 -0.06
N 0.625 1.237 1.799 0.99 -0.25 2.04 0.39
C -0.403 3.492 2.110 -0.05 -0.81 -1.07 1.24
C -0.808 3.626 0.772 -0.25 0.72 -1.05 -0.06
C -1.501 4.777 0.205 -0.05 -0.65 -0.49 -1.14
C -1.905 4.407 -1.074 -0.12 0.47 0.80 -1.14
C -1.427 3.079 -1.310 1.02 -0.10 2.16 -0.70
N -0.702 2.638 -0.188 -1.03 1.51 -0.97 0.44
C -0.577 4.616 3.040 0.12 0.02 0.16 0.09
C 0.570 5.096 3.697 -0.50 0.21 0.21 -0.17
C 0.464 6.160 4.582 -0.69 0.77 0.61 -0.85
C -0.802 6.751 4.837 0.18 -2.20 -1.82 0.36
Cl -0.947 8.041 5.930 -0.08 0.71 0.58 -0.23
C -1.946 6.235 4.176 0.42 0.78 0.45 -0.83
C -1.837 5.180 3.269 0.41 0.18 0.35 -0.33
C 3.472 -1.910 0.535 0.11 0.08 -1.26 -1.84
C 3.689 -1.681 -0.814 -0.35 0.33 1.19 -1.15
N 0.514 0.977 -2.158 -0.17 1.09 -2.44 0.86
H -6.032 3.405 -3.091 0.32 -0.27 0.06 0.37
H -3.934 3.382 -1.721 -0.01 -0.27 -0.58 0.52
H -2.052 0.871 -4.736 -0.40 0.39 0.18 0.47
H -4.175 0.892 -6.040 0.04 0.05 0.32 0.37
H -0.352 2.268 -5.139 0.32 -0.11 0.37 0.66
H 2.107 1.085 -5.131 -0.32 0.16 0.35 0.60
H 5.326 0.221 -2.239 -0.11 -0.17 -0.48 0.47
H 7.144 -0.492 -3.864 -0.36 0.02 0.02 0.37
H 4.152 -2.135 -6.486 -0.02 0.23 0.29 0.36
H 2.328 -1.405 -4.896 0.36 0.12 0.03 0.49
H 4.500 -1.768 2.970 -0.41 -0.25 0.35 0.62
H 4.888 -3.582 4.717 -0.22 0.26 -0.11 0.39
H 0.708 -3.580 5.711 0.05 0.14 -0.14 0.39
H 0.283 -1.794 3.979 0.50 -0.21 0.04 0.47
H 1.484 0.328 4.931 -0.07 0.18 -0.20 0.50
H 0.202 2.702 4.817 0.12 -0.33 -0.42 0.57
H -1.683 5.732 0.707 0.15 -0.50 -0.32 0.63
H -2.461 5.017 -1.795 0.37 -0.30 0.40 0.68
H 1.527 4.595 3.533 -0.34 0.30 -0.04 0.48
H 1.326 6.573 5.118 -0.26 -0.30 -0.32 0.36
H -2.904 6.724 4.379 0.28 -0.32 -0.09 0.36
H -2.711 4.767 2.748 0.42 0.27 0.34 0.51
H 3.889 -2.724 1.133 -0.18 0.42 -0.35 0.63
H 4.343 -2.217 -1.489 -0.10 -0.05 0.16 0.56
C -5.404 -1.018 0.346 -0.01 0.16 0.00 -1.33
Ge -3.445 -1.292 0.419 0.62 0.38 -0.14 1.07
C -3.137 -2.002 2.257 -0.05 -0.19 0.08 -1.06
C -3.165 -2.797 -0.845 0.10 -0.09 0.02 -1.10
C -2.248 0.240 0.086 -0.64 -0.35 -0.34 0.11
H -5.884 -1.993 0.517 0.02 0.28 0.00 0.36
H -5.701 -0.652 -0.648 0.03 -0.04 0.33 0.34
H -5.731 -0.304 1.121 0.03 -0.26 -0.33 0.36
H -3.233 -3.100 2.259 0.07 0.25 0.09 0.23
H -3.902 -1.590 2.933 0.29 -0.09 -0.13 0.46
H -2.141 -1.716 2.624 -0.37 -0.09 0.01 0.05
H -3.363 -3.761 -0.345 0.05 0.24 -0.25 0.25
H -2.139 -2.785 -1.236 -0.36 -0.11 0.09 0.12
H -3.857 -2.675 -1.689 0.16 -0.11 0.16 0.48
H -2.957 1.093 0.026 0.53 -0.04 0.01 0.40
N -0.320 -6.597 0.979 -0.53 0.03 -0.34 -0.30
C 0.284 -6.101 -0.139 0.35 -0.38 0.27 0.03
S 0.971 -7.069 -1.285 -0.14 -0.07 0.29 -0.38
C 0.351 -4.622 -0.227 -0.16 0.98 -0.32 0.86
C 0.630 -3.983 -1.461 -0.04 -0.22 0.62 -0.90
C 0.480 -2.604 -1.558 -0.09 -0.04 0.68 -0.88
N 0.100 -1.834 -0.509 0.08 -0.86 -0.03 1.73
C -0.051 -2.440 0.682 -0.40 0.29 -0.35 -0.21
C 0.058 -3.806 0.881 0.22 -0.35 -0.40 -1.77
H -0.465 -7.608 0.988 0.09 0.64 0.02 0.25
H -1.029 -6.023 1.452 0.62 -0.44 -0.32 0.20
H 0.984 -4.571 -2.319 -0.43 0.27 0.44 0.38
H 0.651 -2.119 -2.517 -0.08 0.18 0.30 0.33
H -0.374 -1.810 1.516 0.25 -0.12 -0.35 0.31
H -0.056 -4.196 1.896 -0.04 0.09 -0.43 0.51
```
Forces are in eV/Å.